Record 1
Molecular formula: C24H54BCl2O2P
Method: DFT, ωB97M-V/def2-TZVPD

Its structure (SMILES) is CCCOB([PH2]=O)/C(Cl)=C(/C)Cl.CCCCCC.CCCCCC.CCCCCC. The HOMO energy comes out at -0.3391 hartree. Its spin multiplicity is 1.

Each line ends with the Mulliken charge.
CARTESIAN COORDINATES (ANGSTROEM)
C1 0.31 0.24 -5.23  -0.684
C2 -0.29 1.49 -4.61  -0.360
C3 0.78 2.51 -4.22  -0.614
O1 1.89 1.83 -3.61  -0.019
B1 2.73 2.51 -2.83  0.150
P1 4.62 2.05 -3.10  0.274
O2 4.94 1.92 -4.54  -0.650
C4 2.34 3.60 -1.76  0.179
Cl1 3.44 4.96 -1.64  -0.207
C5 1.30 3.58 -0.91  0.518
C6 0.98 4.62 0.11  -1.434
Cl2 0.18 2.27 -0.94  -0.188
H1 0.86 -0.35 -4.51  0.317
H2 -0.46 -0.40 -5.64  -0.121
H3 1.00 0.54 -6.02  0.351
H4 -1.01 1.95 -5.28  0.365
H5 -0.79 1.22 -3.69  0.159
H6 1.12 3.03 -5.10  0.354
H7 0.34 3.23 -3.54  0.442
H8 4.81 0.82 -2.41  0.033
H9 5.43 2.99 -2.43  0.034
H10 1.87 5.02 0.58  0.405
H11 0.34 4.20 0.88  0.301
H12 0.41 5.42 -0.36  0.378
C7 -1.65 -3.95 -6.24  -1.196
C8 -1.85 -2.85 -7.29  -0.495
C9 -2.91 -1.82 -6.90  -0.401
C10 -4.32 -2.37 -6.72  -0.905
C11 -4.89 -3.09 -7.95  -0.427
C12 -5.02 -2.19 -9.17  -1.181
H13 -2.56 -4.54 -6.10  0.287
H14 -0.86 -4.63 -6.55  0.390
H15 -1.37 -3.52 -5.28  0.275
H16 -2.10 -3.31 -8.25  0.361
H17 -0.90 -2.33 -7.43  0.392
H18 -2.92 -1.03 -7.65  0.365
H19 -2.60 -1.34 -5.96  0.220
H20 -4.98 -1.55 -6.45  0.401
H21 -4.34 -3.06 -5.87  0.363
H22 -5.88 -3.48 -7.69  0.363
H23 -4.27 -3.96 -8.20  0.236
H24 -5.66 -1.33 -8.95  0.292
H25 -5.47 -2.73 -10.00  0.381
H26 -4.06 -1.81 -9.50  0.280
C13 2.51 2.09 3.25  -1.410
C14 1.00 2.23 3.30  0.696
C15 0.53 3.49 4.03  -0.583
C16 0.92 3.58 5.51  -1.015
C17 0.45 2.41 6.38  0.265
C18 -1.07 2.28 6.44  -1.343
H27 2.95 2.00 4.25  0.329
H28 2.80 1.20 2.68  0.412
H29 2.97 2.96 2.76  0.359
H30 0.56 1.34 3.76  -0.267
H31 0.61 2.27 2.28  -0.043
H32 -0.56 3.56 3.94  0.406
H33 0.93 4.37 3.52  0.314
H34 0.53 4.51 5.92  0.408
H35 2.01 3.65 5.58  0.345
H36 0.84 2.56 7.39  0.420
H37 0.88 1.47 6.02  -0.305
H38 -1.52 3.19 6.83  0.375
H39 -1.35 1.46 7.11  0.387
H40 -1.50 2.07 5.46  0.290
C19 0.84 -1.64 4.01  -1.325
C20 0.26 -1.57 5.42  0.059
C21 1.28 -1.84 6.52  -0.549
C22 1.92 -3.23 6.48  -0.906
C23 0.92 -4.39 6.56  -0.390
C24 0.12 -4.41 7.86  -1.192
H41 1.22 -2.64 3.78  0.412
H42 0.07 -1.40 3.27  0.394
H43 1.66 -0.93 3.89  0.209
H44 -0.58 -2.27 5.51  0.381
H45 -0.16 -0.57 5.57  -0.138
H46 0.81 -1.68 7.49  0.393
H47 2.08 -1.10 6.44  0.328
H48 2.62 -3.31 7.31  0.404
H49 2.51 -3.34 5.57  0.323
H50 1.48 -5.33 6.48  0.390
H51 0.24 -4.36 5.71  0.226
H52 0.78 -4.47 8.72  0.294
H53 -0.55 -5.28 7.88  0.380
H54 -0.50 -3.52 7.96  0.284

Record 2
Molecular formula: C24H54BF4N3
Method: DFT, ωB97M-V/def2-TZVPD

The HOMO energy (alpha / beta) comes out at -0.6468 / -0.6468 hartree. Its spin multiplicity is 2. Its charge is +3.

Each line ends with the Löwdin spin population.
CARTESIAN COORDINATES (ANGSTROEM)
C1 -2.49 0.59 7.12  0.000
C2 -2.30 0.22 5.61  0.000
C3 -0.72 0.15 5.28  0.000
N1 -0.50 -0.70 3.95  0.000
C4 -1.19 0.00 2.75  0.000
C5 1.01 -0.84 3.70  0.000
C6 1.48 -2.33 3.47  0.000
C7 0.17 -3.08 3.21  0.000
C8 -0.90 -2.32 4.05  0.000
H1 -1.90 0.07 7.88  0.000
H2 -3.50 0.48 7.54  0.000
H3 -2.37 1.67 7.21  0.000
H4 -2.80 0.95 4.97  0.000
H5 -2.82 -0.73 5.55  0.000
H6 -0.10 -0.35 6.02  0.000
H7 -0.16 1.07 5.15  0.000
H8 -1.08 -0.62 1.86  0.000
H9 -0.76 1.00 2.67  0.000
H10 -2.26 0.11 2.94  0.000
H11 1.39 -0.07 3.03  0.000
H12 1.49 -0.61 4.65  0.000
H13 2.19 -2.56 2.67  0.000
H14 2.03 -2.75 4.31  0.000
H15 -0.11 -3.02 2.16  0.000
H16 0.14 -4.12 3.52  0.000
H17 -1.85 -2.47 3.55  0.000
H18 -0.76 -2.69 5.06  0.000
C9 3.79 6.29 -6.30  0.000
C10 4.08 5.20 -5.28  0.000
C11 3.67 5.84 -3.91  0.000
N2 3.81 4.87 -2.72  0.000
C12 5.27 4.44 -2.58  0.000
C13 2.82 3.54 -2.70  0.000
C14 2.57 3.29 -1.20  0.000
C15 3.28 4.37 -0.40  0.000
C16 3.41 5.55 -1.42  0.000
H19 2.71 6.47 -6.32  0.000
H20 3.92 5.96 -7.33  0.000
H21 4.33 7.24 -6.25  0.000
H22 5.14 4.94 -5.28  0.000
H23 3.54 4.27 -5.44  0.000
H24 2.75 6.41 -3.80  0.000
H25 4.36 6.63 -3.61  0.000
H26 5.54 3.85 -3.45  0.000
H27 5.60 4.04 -1.62  0.000
H28 5.84 5.36 -2.70  0.000
H29 3.37 2.67 -3.06  0.000
H30 2.01 3.75 -3.40  0.000
H31 2.94 2.31 -0.88  0.000
H32 1.54 3.25 -0.83  0.000
H33 4.26 4.21 0.06  0.000
H34 2.68 4.53 0.50  0.000
H35 4.11 6.38 -1.29  0.000
H36 2.43 5.96 -1.67  0.000
C17 0.33 -3.91 -2.71  0.261
C18 -0.99 -4.50 -2.17  0.166
C19 -1.76 -3.45 -1.31  0.064
N3 -3.14 -3.89 -0.72  0.003
C20 -2.86 -4.48 0.64  0.000
C21 -3.94 -4.95 -1.57  0.007
C22 -5.36 -4.52 -1.62  0.002
C23 -5.46 -3.42 -0.65  0.001
C24 -4.21 -2.71 -0.51  0.002
H37 0.00 -3.09 -3.35  0.045
H38 0.95 -4.46 -3.42  0.053
H39 1.06 -3.77 -1.91  0.042
H40 -0.73 -5.38 -1.58  0.027
H41 -1.55 -4.71 -3.09  0.026
H42 -2.02 -2.74 -2.09  0.005
H43 -1.11 -2.98 -0.58  0.007
H44 -2.43 -3.67 1.23  0.000
H45 -2.01 -5.11 0.36  0.000
H46 -3.53 -5.16 1.16  0.000
H47 -3.87 -6.00 -1.29  0.000
H48 -3.44 -4.78 -2.52  0.002
H49 -6.22 -5.16 -1.43  0.000
H50 -5.47 -4.02 -2.59  0.001
H51 -5.57 -3.96 0.29  0.000
H52 -6.33 -2.79 -0.82  0.000
H53 -4.22 -2.28 0.49  0.000
H54 -4.03 -1.91 -1.23  0.000
B1 -0.66 -0.11 -0.80  0.004
F1 -1.85 -0.57 -0.29  0.016
F2 0.19 -1.18 -0.55  0.167
F3 -0.65 0.01 -2.16  0.075
F4 -0.23 0.99 -0.19  0.023